Formula: C9H14N4O4
Source: the Open Molecules 2025 dataset
Level of theory: ωB97M-V/def2-TZVPD

Properties
SMILES: N[C@@H](CO)C(=O)N[C@@H](Cc1c[nH]cn1)C(=O)O
M: 242.23 u
Energy relative to the best compared isomer or geometry (same formula, charge and spin): 2.589 eV
Largest force on an atom: 0.07062 hartree/bohr
Gap between HOMO and LUMO: 8.8 eV

Structure (ORCA input):
```
! wB97M-V def2-TZVPD RIJCOSX def2/J DEFGRID3
* xyz 0 1
C -1.95 -0.83 0.30
C -1.24 -0.17 1.52
C -1.43 -1.25 -1.04
C 0.24 1.90 0.71
C -0.33 2.00 -0.70
C 1.82 1.62 0.66
C 2.12 0.19 0.40
C 2.56 -0.36 -0.82
C 2.22 -1.92 0.70
H -3.58 0.06 1.06
H -3.10 0.70 -0.48
H -2.15 -1.83 0.79
H -1.51 -0.44 -1.80
H -0.34 -1.44 -0.91
H -1.85 -2.57 -2.35
H -0.42 1.20 2.47
H 0.21 2.87 1.23
H 2.36 2.22 -0.09
H 2.06 1.90 1.65
H 2.92 0.03 -1.75
H 2.21 -2.86 1.16
H 3.03 -2.36 -1.28
H 0.14 1.69 -2.48
N -3.17 -0.14 0.13
N -0.61 1.10 1.51
N 1.78 -0.81 1.34
N 2.59 -1.73 -0.57
O -1.49 -0.65 2.60
O -2.23 -2.34 -1.46
O -1.45 2.42 -0.88
O 0.59 1.80 -1.64
*
```

These are the Mulliken partial charges, in e, on atoms 1 to 2: C 0.302; C -0.044